The following is a quantum chemistry calculation of a structure of composition C28H42I2N12OSTi at a distorted geometry, from OMol25.

Last column: Mulliken charge in e.
Geometry (Å):
Ti  0.37  0.00  -1.10  -0.7014
N  -2.42  -1.89  -0.43  -0.0387
C  -1.32  -2.63  -0.27  0.3871
N  -1.47  -3.88  0.15  -0.8579
C  -0.37  -4.62  0.20  0.2007
N  -0.47  -5.88  0.61  -0.3280
N  0.87  -4.18  -0.13  -0.7610
C  0.93  -2.92  -0.49  -0.5169
N  -0.11  -2.07  -0.59  1.2854
C  2.26  -2.37  -0.82  0.8376
C  3.38  -3.17  -0.88  -0.6469
C  4.60  -2.60  -1.22  -0.8034
C  4.64  -1.24  -1.47  -1.0312
C  3.48  -0.50  -1.38  -0.8263
N  2.30  -1.05  -1.06  1.0592
H  -3.30  -2.30  -0.15  0.2483
H  -2.33  -0.91  -0.62  -0.3263
H  -1.37  -6.27  0.81  0.2647
H  0.34  -6.47  0.61  0.2499
H  3.28  -4.23  -0.66  0.6335
H  5.49  -3.20  -1.28  0.4888
H  5.57  -0.75  -1.75  0.5464
H  3.47  0.57  -1.56  0.5470
C  -3.25  0.52  3.18  -0.9391
N  -1.85  0.13  3.27  0.1105
C  -1.29  -0.20  4.58  -0.6802
C  -0.09  -1.04  4.20  -0.7451
N  0.22  -0.54  2.87  0.8693
C  1.28  -1.19  2.16  -1.5339
C  -0.90  0.03  2.30  -0.6508
N  -0.95  0.43  1.05  1.2472
C  -1.99  1.40  0.72  -1.2394
C  -1.66  2.06  -0.60  -0.7110
N  -1.63  1.06  -1.66  0.1929
C  -2.33  1.23  -2.74  -0.4945
N  -3.32  2.11  -3.02  0.1159
C  -4.23  2.77  -2.10  -1.0519
C  -3.72  2.05  -4.42  -0.7605
C  -2.61  1.19  -5.02  -0.6331
N  -2.09  0.42  -3.88  0.6839
C  -2.74  -0.90  -3.75  -1.1455
H  -3.77  0.06  4.01  0.3566
H  -3.70  0.15  2.27  0.3626
H  -3.40  1.60  3.26  0.2715
H  -2.02  -0.75  5.18  0.4581
H  -1.01  0.71  5.13  0.2925
H  -0.34  -2.11  4.16  0.3372
H  0.76  -0.91  4.87  0.3375
H  2.20  -1.13  2.75  0.4495
H  1.06  -2.26  2.00  0.3601
H  1.45  -0.71  1.21  0.4117
H  -2.08  2.18  1.49  0.6383
H  -2.99  0.95  0.61  0.1092
H  -0.66  2.50  -0.53  -0.4769
H  -2.33  2.89  -0.79  0.8329
H  -3.97  3.82  -1.91  0.2964
H  -4.29  2.24  -1.15  0.3383
H  -5.23  2.75  -2.54  0.4018
H  -3.76  3.04  -4.86  0.3952
H  -4.71  1.59  -4.51  0.4305
H  -1.81  1.82  -5.41  0.3016
H  -2.95  0.53  -5.81  0.4617
H  -2.34  -1.42  -2.88  0.1615
H  -2.52  -1.49  -4.63  0.4169
H  -3.83  -0.81  -3.64  0.3908
I  0.70  -1.52  -4.06  0.2152
C  1.41  0.31  -4.84  -0.9738
I  1.25  1.93  -3.48  0.2453
H  0.83  0.56  -5.72  0.5335
H  2.46  0.19  -5.08  0.6087
C  2.42  3.87  0.55  -1.1630
S  1.43  2.48  1.07  0.4518
O  1.53  1.54  -0.13  -0.0633
C  2.51  1.84  2.32  0.5261
C  3.69  1.18  1.99  -0.1116
C  4.48  0.69  3.01  -0.8243
C  4.10  0.86  4.34  -0.5409
C  2.93  1.53  4.66  -0.7125
C  2.11  2.01  3.64  -0.3868
H  3.39  3.51  0.21  0.3686
H  2.54  4.54  1.40  0.4255
H  1.89  4.37  -0.26  0.4253
H  3.97  1.05  0.96  0.2990
H  5.40  0.17  2.78  0.4448
H  4.73  0.48  5.13  0.4280
H  2.64  1.66  5.69  0.4758
H  1.18  2.51  3.87  0.4476

Multiplicity: 3
Total charge: +2
Expectation value of S²: 2.004
Orbital gap (alpha / beta): 6.3 / 8.2 eV
Energy above the lowest of the compared OMol25 structures with the same formula, charge and spin: 24.89 kJ/mol

***

The following is a quantum chemistry calculation of a structure of composition C5H5N at a distorted geometry, from OMol25.

Last column: Mulliken charge in e.
Geometry (Å):
C  1.80  -0.86  -0.12  -0.3529
C  0.44  -1.01  -0.04  -0.3203
C  1.83  0.47  0.15  0.0848
C  -0.13  0.31  -0.15  0.4633
C  -1.52  0.78  -0.04  -1.0837
N  0.79  1.22  -0.09  -0.4798
H  2.46  -1.67  0.15  0.3305
H  -0.03  -1.93  0.18  0.4013
H  -1.56  1.76  -0.34  0.3640
H  -1.90  0.69  0.98  0.2513
H  -2.18  0.25  -0.69  0.3415

Multiplicity: 1
Orbital gap (alpha / beta): 7.5 / 7.9 eV
Energy above the lowest of the compared OMol25 structures with the same formula, charge and spin: 428.27 kJ/mol

***

The following is a quantum chemistry calculation of a structure of composition C15H33ClN3O3 at a distorted geometry, from OMol25.

Last column: Mulliken charge in e.
Geometry (Å):
Cl  2.19  -0.27  0.33  -0.8159
C  1.19  -0.59  -2.22  0.8904
O  2.03  -0.12  -3.02  -0.6900
N  -0.09  -0.92  -2.62  0.0387
C  -0.60  -0.80  -3.98  -1.1956
C  -1.04  -1.69  -1.75  -1.0591
H  1.34  -0.59  -1.13  -0.3131
H  -0.07  0.00  -4.51  0.3824
H  -1.63  -0.46  -4.07  0.3526
H  -0.43  -1.72  -4.53  0.3113
H  -1.79  -1.02  -1.33  0.1776
H  -1.58  -2.53  -2.19  0.4935
H  -0.47  -2.11  -0.92  0.2279
C  2.96  -2.93  1.25  -0.0437
O  3.06  -4.13  0.84  -0.7195
N  3.10  -2.51  2.51  0.1406
C  2.89  -1.14  3.07  -0.6565
C  3.70  -3.44  3.51  -1.0384
H  2.80  -2.10  0.55  0.6212
H  2.47  -0.53  2.26  0.1423
H  3.81  -0.73  3.48  0.3813
H  2.21  -1.15  3.92  0.3252
H  3.74  -4.53  3.46  0.3014
H  4.66  -3.06  3.87  0.3444
H  3.11  -3.23  4.41  0.3467
C  -1.51  2.08  2.11  -2.0935
C  -1.06  0.91  1.17  1.8222
C  -2.29  0.10  0.71  -1.6294
C  -3.18  0.89  -0.24  -1.0389
C  -2.45  1.35  -1.46  -1.1288
C  -1.03  1.96  -1.24  1.6522
N  -0.36  1.30  -0.07  1.2586
O  0.96  1.64  0.15  -0.8118
C  -0.26  1.77  -2.54  0.4092
C  -1.03  3.45  -1.04  -1.8024
C  -0.27  -0.15  1.93  -2.2549
H  -2.17  1.62  2.84  0.4446
H  -2.20  2.78  1.62  0.4212
H  -0.64  2.59  2.52  0.3351
H  -2.01  -0.80  0.17  0.4342
H  -2.87  -0.25  1.55  0.6259
H  -3.73  1.68  0.27  0.4354
H  -3.90  0.19  -0.64  0.4029
H  -3.09  2.12  -1.89  0.4379
H  -2.49  0.59  -2.24  0.1672
H  0.66  2.35  -2.59  0.4341
H  0.00  0.72  -2.66  -1.6482
H  -0.82  2.11  -3.41  0.4804
H  -0.04  3.89  -1.13  0.3646
H  -1.74  3.95  -1.70  0.3993
H  -1.30  3.85  -0.06  0.3169
H  -0.88  -0.68  2.67  0.4131
H  0.50  0.41  2.45  0.4140
H  0.21  -0.89  1.29  0.3303
H  1.43  0.81  0.25  0.4628

Multiplicity: 1
Total charge: -1
Orbital gap: 6.7 eV
Energy above the lowest of the compared OMol25 structures with the same formula, charge and spin: 525.13 kJ/mol

***

The following is a quantum chemistry calculation of a structure of composition C5H6Cl2N3O at a distorted geometry, from OMol25.

Last column: Mulliken charge in e.
Geometry (Å):
C  2.60  0.19  0.21  -0.6802
C  1.68  1.19  0.36  0.4868
C  2.16  -1.19  0.21  0.5112
C  -1.32  -0.62  1.33  -0.1830
C  -0.03  -0.55  0.57  0.8476
N  0.88  -1.53  0.48  -0.6730
N  0.43  0.76  0.60  -0.1762
N  -0.73  -0.55  -1.18  -0.5692
O  -1.96  0.35  1.52  -0.4113
Cl  2.05  2.79  0.30  -0.0831
Cl  3.32  -2.40  -0.04  -0.0771
H  3.53  0.53  -0.24  0.3569
H  -1.67  -1.62  1.59  0.4257
H  -0.29  1.34  1.06  0.3025
H  -0.72  -1.60  -1.51  0.3675
H  -0.35  0.00  -1.81  0.2420
H  -1.67  -0.27  -1.19  0.3130

Multiplicity: 1
Total charge: +1
Orbital gap: 8.8 eV
Energy above the lowest of the compared OMol25 structures with the same formula, charge and spin: 136.40 kJ/mol

***

The following is a quantum chemistry calculation of the ion C5H7IN5 with charge +1 at a distorted geometry, from OMol25.

Last column: Mulliken charge in e.
Geometry (Å):
N  0.78  0.73  -1.61  -0.4432
C  0.99  0.18  -0.40  -0.1673
I  3.26  -0.37  0.11  0.0514
N  0.66  1.28  0.56  -0.1179
C  -0.48  1.32  1.30  -0.1256
N  -1.25  0.23  1.46  -0.0462
C  -0.99  -0.88  0.80  -0.1541
N  -1.69  -2.06  0.82  0.0992
N  -0.92  -2.94  0.10  -0.6263
C  0.08  -2.32  -0.46  -0.8772
C  0.11  -0.96  -0.04  1.1095
H  0.86  1.75  -1.63  0.2466
H  1.18  0.38  -2.48  0.2712
H  1.42  1.91  0.61  0.3195
H  -0.68  2.17  1.96  0.3678
H  -1.89  0.26  2.24  0.2716
H  -2.49  -2.36  1.45  0.2556
H  0.68  -2.99  -0.91  0.5655

Multiplicity: 1
Total charge: +1
Orbital gap: 8.1 eV
SMILES: N[C@@]1(I)[NH+]=CNc2[nH]ncc21
Energy above the lowest of the compared OMol25 structures with the same formula, charge and spin: 69.96 kJ/mol

***

The following is a quantum chemistry calculation of a cluster of 9 separate species, C23H58F6O11P in total at a distorted geometry, from OMol25.

Last column: Mulliken charge in e.
Geometry (Å):
P  25.67  -3.17  9.52  1.9491
F  25.67  -4.32  8.36  -0.2681
F  26.86  -2.50  8.68  -0.4192
F  24.53  -2.31  8.76  -0.3589
F  25.49  -2.03  10.73  -0.4240
F  24.48  -4.03  10.21  -0.6713
F  26.71  -3.97  10.36  -0.6225
C  26.96  3.16  8.43  -0.5207
C  27.64  1.97  9.08  -0.4852
C  26.81  0.79  8.76  0.1769
O  25.75  1.32  8.03  -0.3970
C  26.22  2.51  7.36  -0.6527
H  27.67  3.88  8.03  0.3152
H  26.24  3.59  9.12  0.2633
H  27.67  2.12  10.16  0.2483
H  28.66  1.80  8.76  0.3146
H  26.36  0.35  9.65  -0.0678
H  27.33  0.01  8.19  -0.0323
H  25.41  3.14  7.01  0.3720
H  26.82  2.32  6.47  0.3069
C  27.72  -4.43  3.36  -0.5864
C  27.41  -3.46  4.47  -0.2699
C  27.12  -4.37  5.71  0.8788
O  27.44  -5.69  5.19  -0.4438
C  28.23  -5.57  4.06  -0.5915
H  28.40  -4.02  2.61  0.3549
H  26.81  -4.70  2.82  0.2561
H  26.43  -3.01  4.26  0.0166
H  28.14  -2.70  4.76  0.4107
H  26.06  -4.42  5.94  -0.2605
H  27.60  -4.18  6.67  -0.4145
H  28.16  -6.49  3.46  0.3486
H  29.29  -5.65  4.28  0.2494
C  23.34  -5.04  7.17  -0.3770
O  22.62  -4.72  8.32  -0.5864
H  23.97  -4.18  6.91  0.0136
H  23.91  -5.94  7.38  0.2153
H  22.58  -5.35  6.45  0.3283
H  23.34  -4.60  8.94  0.4413
C  24.81  -0.55  5.58  -0.3970
O  23.94  0.09  6.49  -0.5531
H  25.34  0.15  4.94  0.3290
H  25.52  -1.13  6.18  -0.0991
H  24.36  -1.28  4.91  0.3746
H  24.54  0.22  7.23  0.5000
C  22.55  -0.82  12.09  -0.6080
O  22.44  -1.66  10.90  -0.5243
H  22.47  0.25  11.91  0.3771
H  21.73  -0.99  12.78  0.2794
H  23.43  -0.88  12.72  0.1218
H  23.31  -1.66  10.50  0.2030
C  28.73  -10.00  9.76  -0.5979
O  28.01  -9.35  10.85  -0.2460
C  28.60  -8.26  11.60  -0.6590
C  28.42  -6.89  10.83  0.1885
O  29.24  -6.85  9.67  -0.2359
C  28.65  -6.04  8.60  -0.5690
H  29.18  -9.38  8.97  0.2858
H  28.07  -10.74  9.30  0.2726
H  29.61  -10.51  10.17  0.3097
H  29.63  -8.50  11.87  0.4109
H  27.95  -8.17  12.47  0.3193
H  28.76  -6.16  11.57  0.1232
H  27.38  -6.74  10.53  0.3706
H  27.96  -6.64  8.00  0.4251
H  29.36  -5.67  7.87  0.4697
H  28.08  -5.18  8.93  0.0334
C  22.79  -0.66  16.34  -0.8107
O  23.47  -1.23  15.28  -0.2054
C  23.98  -2.48  15.51  -0.7082
C  24.69  -3.10  14.27  0.0348
O  25.44  -4.20  14.51  -0.5004
C  26.03  -4.82  13.39  -0.2339
H  22.00  -1.32  16.71  0.3561
H  22.30  0.23  15.94  0.2332
H  23.45  -0.42  17.17  0.2946
H  23.07  -3.07  15.61  0.2912
H  24.54  -2.62  16.43  0.3672
H  25.30  -2.29  13.87  0.1639
H  23.83  -3.41  13.68  0.2324
H  26.35  -5.78  13.79  0.1379
H  26.80  -4.27  12.85  0.1566
H  25.30  -4.83  12.57  0.2465
C  30.20  -1.50  9.42  -0.4185
O  31.25  -1.96  10.30  -0.4593
C  30.82  -2.83  11.40  -0.1743
C  31.72  -2.59  12.60  -0.5478
O  31.71  -3.61  13.68  -0.4260
C  30.36  -4.10  14.06  -0.4267
H  29.66  -2.42  9.19  0.0938
H  30.56  -0.96  8.55  0.3471
H  29.42  -0.88  9.85  0.2708
H  30.55  -3.85  11.11  0.2184
H  29.82  -2.54  11.70  0.2621
H  31.55  -1.60  13.04  0.3101
H  32.69  -2.53  12.11  0.3198
H  30.12  -4.81  13.27  -0.0008
H  29.63  -3.30  14.10  0.2921
H  30.37  -4.52  15.07  0.3690

Multiplicity: 2
Expectation value of S²: 0.756
Orbital gap (alpha / beta): 8.3 / 2.1 eV

***

The following is a quantum chemistry calculation of a structure of composition C5H14N2 at a distorted geometry, from OMol25.

Last column: Mulliken charge in e.
Geometry (Å):
C  0.68  -0.71  3.18  -0.6009
N  -0.94  0.43  0.85  -0.2975
C  -0.09  2.16  -1.42  -1.2812
C  0.71  0.95  -0.82  -0.1459
C  -0.25  -0.03  -0.20  0.4696
C  -0.39  -1.47  -0.61  -0.9908
N  -0.76  -1.76  -2.01  -0.5243
H  1.24  0.19  3.44  0.2924
H  -0.20  -0.62  3.82  0.2950
H  1.27  -1.58  3.42  0.3216
H  0.35  -0.67  2.15  -0.2331
H  -0.28  2.92  -0.67  0.4133
H  0.57  2.63  -2.15  0.3554
H  -0.99  1.92  -1.98  0.3937
H  1.26  1.39  0.02  0.2343
H  1.41  0.55  -1.54  0.4796
H  -1.55  0.51  -0.17  0.3621
H  -1.14  -1.98  0.01  0.4355
H  0.50  -2.06  -0.39  0.4584
H  -1.45  -1.10  -2.32  0.2657
H  0.05  -1.65  -2.62  0.2972

Multiplicity: 2
Total charge: +1
Expectation value of S²: 0.756
Orbital gap (alpha / beta): 9.1 / 7.7 eV
Energy above the lowest of the compared OMol25 structures with the same formula, charge and spin: 351.24 kJ/mol

***

The following is a quantum chemistry calculation of a cluster of 4 separate species, H8O4 in total at a distorted geometry, from OMol25.

Last column: Mulliken charge in e.
Geometry (Å):
O  -1.37  0.49  2.18  -0.6970
H  -1.90  0.97  1.54  0.3384
H  -0.53  0.94  2.09  0.3449
O  -0.71  -1.02  -0.20  -0.7019
H  -0.86  -0.24  -0.77  0.3299
H  -1.14  -0.75  0.58  0.3683
O  1.99  -1.23  0.30  -0.6676
H  1.10  -1.08  -0.05  0.4062
H  1.96  -1.63  1.17  0.2903
O  0.12  1.29  -2.24  -0.6652
H  0.79  1.18  -1.55  0.3346
H  0.54  1.07  -3.05  0.3191

Multiplicity: 1
Orbital gap: 11.2 eV
SMILES: O.O.O.O
Energy above the lowest of the compared OMol25 structures with the same formula, charge and spin: 79.87 kJ/mol